Record 1
# C4H6F3O3P

The ion C4H6F3O3P with charge -2 (ωB97M-V with the def2-TZVPD basis set, OMol25).

Each line ends with the natural charge from an NBO analysis.
Geometry (Å):
C -0.3066 1.2283 0.0688  -0.6483
C 0.3823 -1.2073 -0.0534  -0.6417
C 0.4240 0.0736 0.7100  -0.4114
C 2.0800 0.6185 0.9511  0.9726
O 0.4013 -1.5409 2.9213  -1.2594
O 0.2819 1.0084 3.2832  -1.2550
O -1.7255 -0.2458 2.3068  -1.2715
F 2.2342 1.8520 1.4200  -0.3391
F 2.7296 0.6770 -0.2953  -0.4256
F 2.8432 -0.2052 1.6537  -0.3354
P -0.2199 -0.2104 2.5396  2.3885
H 0.2569 2.1588 0.1427  0.2006
H -1.2308 1.3534 0.6346  0.2602
H -0.5420 1.0469 -0.9882  0.1527
H 0.6593 -1.1146 -1.1139  0.1475
H -0.6482 -1.5477 0.0298  0.2295
H 1.0077 -1.9493 0.4341  0.2358

Atoms 1-3, force components in eV/Å:
C -0.24 0.23 -0.02
C 0.22 -0.18 -0.16
C 3.32 1.60 2.07

E_HOMO (eV): 0.608
Max |F| (eV/A): 4.2
SMILES: CC(C)(C(F)(F)F)P(=O)([O-])[O-]
M (g mol⁻¹): 190.1
Relative energy (zero: lowest compared OMol25 entry of this formula, charge and spin) (kJ/mol): 0.0
HOMO-LUMO gap (Ha): 0.2163
Total charge: -2
E_tot (eV): -27830.8580

---

Record 2
# C4H6FI

A structure of composition C4H6FI (ωB97M-V with the def2-TZVPD basis set, OMol25).

Each line ends with the natural charge from an NBO analysis.
Geometry (Å):
C -0.1139 0.2864 0.0125  -0.1170
C -1.5761 0.0026 2.0889  0.2075
C 0.1910 -1.0921 -0.4175  -0.7167
C 0.8435 1.3245 -0.3604  -0.7104
F -1.3973 -1.3138 1.9961  -0.3940
I -2.2261 0.3658 -0.1182  0.3827
H -0.5339 -1.7785 0.0115  0.2280
H 1.2141 -1.2612 0.0272  0.2212
H 0.1882 -1.3043 -1.5536  0.2138
H 1.2483 1.1524 -1.4344  0.2040
H 1.6444 1.2686 0.3287  0.2378
H 0.5177 2.3496 -0.5810  0.2430

Atoms 1-3, force components in eV/Å:
C -2.10 -0.69 0.30
C 1.43 -0.70 -0.79
C 1.45 -0.85 -0.26

E_HOMO (spin up / spin down) (eV): -7.563 / -8.034
Max |F| (eV/A): 3.4
M (g mol⁻¹): 200.0
Relative energy (zero: lowest compared OMol25 entry of this formula, charge and spin) (kJ/mol): 524.5
HOMO-LUMO gap (spin up / spin down) (Ha): 0.2723 / 0.2972
E_tot (eV): -15056.6007

---

Record 3
# C4H6FN

The molecule C4H6FN (ωB97M-V with the def2-TZVPD basis set, OMol25).

Each line ends with the natural charge from an NBO analysis.
Geometry (Å):
C 0.0033 0.3296 -1.2990  -0.6386
C 0.6549 0.5676 0.1215  -0.4236
C 0.0122 -0.2372 1.2757  0.1495
C -1.0491 -1.1993 0.7072  0.2270
H 0.8083 0.5519 -2.0577  0.2102
H -0.7238 0.8130 -1.8302  0.2307
H -0.3794 -0.6377 -1.3852  0.2204
H 1.6918 0.2410 0.0928  0.2179
H 0.5504 1.5911 0.2913  0.2358
H 0.8268 -0.8668 1.6693  0.1909
N -1.9520 -1.6987 0.1441  -0.3007
F -0.4435 0.5455 2.2702  -0.3195

Atoms 1-3, force components in eV/Å:
C 4.15 -0.27 -0.06
C -1.73 -1.38 -1.65
C 0.72 -1.86 -1.48

E_HOMO (eV): -11.759
Max |F| (eV/A): 4.2
SMILES: CC[C@@H](F)C#N
M (g mol⁻¹): 87.1
Relative energy (zero: lowest compared OMol25 entry of this formula, charge and spin) (kJ/mol): 122.7
HOMO-LUMO gap (Ha): 0.4642
E_tot (eV): -8451.0632

---

Record 4
# C4H6FN

The molecule C4H6FN (ωB97M-V with the def2-TZVPD basis set, OMol25).

Each line ends with the natural charge from an NBO analysis.
Geometry (Å):
C 0.1505 -0.3438 1.5422  0.2402
C 1.1885 0.5721 -0.4570  -0.6302
C -1.2719 -0.1233 -0.4243  -0.6623
C 0.0865 -0.3668 0.0217  0.2975
N 0.1578 -0.1673 2.6632  -0.3064
F 0.5458 -1.7603 -0.2644  -0.3837
H 2.0205 0.3021 0.2269  0.2417
H 1.3159 0.3235 -1.5764  0.2438
H 0.7744 1.6023 -0.1417  0.2336
H -1.9351 0.3252 0.3635  0.2476
H -1.7311 -0.9887 -0.7446  0.2526
H -1.3017 0.6251 -1.2093  0.2255

Atoms 1-3, force components in eV/Å:
C -0.34 -0.05 -2.53
C -1.10 -0.19 0.18
C -1.71 2.62 0.34

E_HOMO (eV): -12.182
Max |F| (eV/A): 4.3
SMILES: CC(C)(F)C#N
M (g mol⁻¹): 87.1
Relative energy (zero: lowest compared OMol25 entry of this formula, charge and spin) (kJ/mol): 60.3
HOMO-LUMO gap (Ha): 0.4759
E_tot (eV): -8451.7094